No. 1
Formula: C5H10N2S
Source: the Open Molecules 2025 dataset
Level of theory: ωB97M-V with the def2-TZVPD basis set

Computed properties:
Kohn-Sham gap ... 0.341 Ha
E_LUMO ... 0.8 eV
ΔE to the lowest compared entry with this formula, charge and spin ... 17.40 kcal per mole
SMILES string ... C[C@H](S)C1=NCCN1

Geometry as ORCA input:
```
! RIJCOSX wB97M-V def2-TZVPD def2/J DEFGRID3
* xyz 0 1
C -1.912 1.412 0.542
C -1.440 0.351 -0.538
C 0.099 0.052 -0.428
C 2.305 0.083 -0.603
C 1.952 -1.085 0.330
H -2.006 1.000 1.523
H -1.257 2.269 0.587
H -2.904 1.810 0.318
H -1.554 0.778 -1.479
H -2.600 -1.265 0.747
H 2.889 -0.110 -1.553
H 2.853 0.855 -0.026
H 2.255 -1.984 -0.199
H 2.425 -1.079 1.339
H -0.142 -1.697 0.619
N 0.996 0.713 -1.034
N 0.513 -0.922 0.444
S -2.474 -1.181 -0.590
*
```

These are the Mulliken partial charges, in e, on atoms 1 to 8: atom 1 (C): -1.310, atom 2 (C): -0.016, atom 3 (C): 0.361, atom 4 (C): -0.361, atom 5 (C): -0.445, atom 6 (H): 0.369, atom 7 (H): 0.369, atom 8 (H): 0.352



No. 2
Formula: C6H10O
Source: the Open Molecules 2025 dataset
Level of theory: ωB97M-V with the def2-TZVPD basis set

Computed properties:
Kohn-Sham gap ... 0.343 Ha
E_LUMO ... 1.0 eV
ΔE to the lowest compared entry with this formula, charge and spin ... 91.35 kcal per mole

Geometry as ORCA input:
```
! RIJCOSX wB97M-V def2-TZVPD def2/J DEFGRID3
* xyz 0 1
O -1.231 -0.415 1.201
C -1.268 0.582 0.144
C -0.123 1.461 0.532
C 0.898 -0.293 1.076
C 1.286 -0.739 -0.323
C 0.192 -0.670 -1.371
C -0.965 -0.029 -1.199
H -1.479 -1.288 0.882
H -2.282 0.978 0.228
H -0.360 2.220 1.302
H 0.391 1.974 -0.310
H 0.686 -1.208 1.696
H 1.580 0.300 1.641
H 2.084 -0.061 -0.635
H 1.708 -1.758 -0.335
H 0.421 -1.133 -2.331
H -1.690 0.063 -2.006
*
```

These are the Mulliken partial charges, in e, on atoms 1 to 8: atom 1 (O): -0.535, atom 2 (C): 0.087, atom 3 (C): -1.003, atom 4 (C): -0.624, atom 5 (C): -0.353, atom 6 (C): -0.358, atom 7 (C): -0.468, atom 8 (H): 0.336



No. 3
Formula: C4H9N3O
Source: the Open Molecules 2025 dataset
Level of theory: ωB97M-V with the def2-TZVPD basis set

Computed properties:
Kohn-Sham gap ... 0.372 Ha
E_LUMO ... 0.8 eV
ΔE to the lowest compared entry with this formula, charge and spin ... 31.40 kcal per mole
SMILES string ... C[C@H](N=C=O)C(N)N

Geometry as ORCA input:
```
! RIJCOSX wB97M-V def2-TZVPD def2/J DEFGRID3
* xyz 0 1
C -0.728 0.333 0.164
C 1.121 -1.707 0.024
C 1.597 1.516 0.752
N -1.103 1.410 -0.747
N -1.641 -0.773 0.066
C 0.814 -0.301 -0.410
N 1.812 0.621 -0.051
O 1.641 2.329 1.587
H -0.710 0.618 1.227
H -2.519 -0.586 0.536
H -1.819 -1.009 -0.900
H -0.520 2.236 -0.603
H -2.071 1.682 -0.620
H 0.593 -0.214 -1.474
H 0.814 -1.824 1.068
H 0.532 -2.405 -0.569
H 2.187 -1.925 -0.051
*
```

These are the Mulliken partial charges, in e, on atoms 1 to 8: atom 1 (C): -0.312, atom 2 (C): -1.270, atom 3 (C): 0.648, atom 4 (N): -0.653, atom 5 (N): -0.574, atom 6 (C): 0.376, atom 7 (N): -0.529, atom 8 (O): -0.446



No. 4
Formula: C4H7N3O
Source: the Open Molecules 2025 dataset
Level of theory: ωB97M-V with the def2-TZVPD basis set

Computed properties:
Kohn-Sham gap ... 0.271 Ha
E_LUMO ... -0.9 eV
ΔE to the lowest compared entry with this formula, charge and spin ... 173.11 kcal per mole

Geometry as ORCA input:
```
! RIJCOSX wB97M-V def2-TZVPD def2/J DEFGRID3
* xyz 0 1
C -0.659 -1.925 0.478
C -0.128 -0.541 0.289
C -0.686 0.688 0.600
C 0.759 -0.332 -0.747
H -1.786 -2.097 0.061
H -0.515 -2.682 1.439
H 0.064 -2.536 -0.256
H -2.259 2.140 1.074
H -1.031 0.934 2.662
H 1.506 1.618 -1.503
H 2.146 -1.970 -0.695
N -1.671 0.930 1.594
N -0.035 1.622 0.074
N 0.779 1.025 -0.961
O 1.580 -0.973 -1.431
*
```

These are the Mulliken partial charges, in e, on atoms 1 to 8: atom 1 (C): -0.843, atom 2 (C): 0.370, atom 3 (C): 0.015, atom 4 (C): 0.468, atom 5 (H): 0.200, atom 6 (H): 0.238, atom 7 (H): 0.136, atom 8 (H): 0.356



No. 5
Formula: C11H26AuN3O3SSe2
Source: the Open Molecules 2025 dataset
Level of theory: ωB97M-V with the def2-TZVPD basis set

Computed properties:
Kohn-Sham gap ... 0.248 Ha
E_LUMO ... -1.4 eV
ΔE to the lowest compared entry with this formula, charge and spin ... 11.44 kcal per mole

Geometry as ORCA input:
```
! RIJCOSX wB97M-V def2-TZVPD def2/J DEFGRID3
* xyz 0 1
Au 0.959 0.065 -0.133
C 1.008 3.278 -0.239
N 1.876 2.219 0.289
C 3.206 2.322 -0.333
C 2.017 2.315 1.760
C 0.758 1.954 2.533
N 0.385 0.564 2.333
C 1.202 -0.350 3.131
C -1.029 0.351 2.632
H 1.394 4.267 0.037
H -0.008 3.174 0.135
H 0.964 3.200 -1.322
H 3.671 3.282 -0.082
H 3.103 2.249 -1.415
H 3.834 1.506 0.011
H 2.307 3.337 2.030
H 2.828 1.645 2.045
H -0.069 2.579 2.193
H 0.921 2.171 3.599
H 1.040 -0.195 4.209
H 2.259 -0.221 2.901
H 0.938 -1.378 2.883
H -1.269 0.616 3.673
H -1.276 -0.698 2.475
H -1.641 0.955 1.960
O -3.259 -2.702 -0.337
C -2.963 -1.448 -0.966
C -1.982 -1.685 -2.114
C -2.731 -2.434 -3.240
O -3.190 -3.725 -2.885
C -0.790 -2.539 -1.695
Se -0.065 -2.198 0.071
C -1.510 -0.363 -2.702
Se -0.875 1.029 -1.477
H -3.695 -2.541 0.504
H -2.532 -0.743 -0.256
H -3.879 -1.003 -1.370
H -2.059 -2.574 -4.091
H -3.566 -1.804 -3.570
H -3.549 -3.684 -1.988
H 0.029 -2.436 -2.403
H -1.089 -3.586 -1.666
H -2.331 0.123 -3.231
H -0.710 -0.544 -3.416
O 4.947 -1.975 -0.174
S 3.539 -1.767 -0.480
N 2.881 -0.610 0.180
*
```

These are the Mulliken partial charges, in e, on atoms 1 to 8: atom 1 (Au): 1.150, atom 2 (C): -1.349, atom 3 (N): 0.534, atom 4 (C): -1.175, atom 5 (C): -0.850, atom 6 (C): -0.979, atom 7 (N): 0.645, atom 8 (C): -1.195



No. 6
Formula: C2H6N2O
Source: the Open Molecules 2025 dataset
Level of theory: ωB97M-V with the def2-TZVPD basis set

Computed properties:
Kohn-Sham gap (spin up / spin down) ... 0.362 / 0.188 Ha
E_LUMO (spin up / spin down) ... -4.8 / -9.5 eV
ΔE to the lowest compared entry with this formula, charge and spin ... 39.15 kcal per mole

Geometry as ORCA input:
```
! RIJCOSX wB97M-V def2-TZVPD def2/J DEFGRID3
* xyz 1 2
C 2.420 -0.539 0.122
N 1.676 0.490 0.096
H 2.713 -0.955 -0.841
H 2.790 -1.018 1.027
H 1.655 0.942 0.978
C -1.733 -0.029 -0.079
N -1.055 0.580 -1.000
O -1.276 -0.583 0.938
H -2.831 0.035 -0.180
H -0.151 0.998 -0.725
H -1.659 1.062 -1.653
*
```

These are the Mulliken partial charges, in e, on atoms 1 to 8: atom 1 (C): -0.223, atom 2 (N): -0.526, atom 3 (H): 0.264, atom 4 (H): 0.254, atom 5 (H): 0.221, atom 6 (C): 0.320, atom 7 (N): -0.193, atom 8 (O): -0.087



No. 7
Formula: C25H25BrF5GaN3O2P2Te
Source: the Open Molecules 2025 dataset
Level of theory: ωB97M-V with the def2-TZVPD basis set

Computed properties:
Kohn-Sham gap ... 0.253 Ha
E_LUMO ... -3.9 eV
ΔE to the lowest compared entry with this formula, charge and spin ... 37.48 kcal per mole

Geometry as ORCA input:
```
! RIJCOSX wB97M-V def2-TZVPD def2/J DEFGRID3
* xyz 1 1
Ga 0.295 0.056 -0.295
C 0.072 0.815 3.573
P 0.015 -0.392 2.202
C -1.386 -1.472 2.628
C 1.523 -1.385 2.423
C 1.573 -2.390 3.385
C 2.689 -3.202 3.506
C 3.770 -3.021 2.658
C 3.743 -2.015 1.706
C 2.631 -1.186 1.583
P 2.618 0.093 0.297
C 3.727 -0.390 -1.041
C 3.308 1.600 1.051
H 0.140 0.278 4.519
H -0.835 1.421 3.568
H 0.936 1.469 3.472
H -1.368 -1.761 3.678
H -1.357 -2.356 1.991
H -2.310 -0.928 2.429
H 0.727 -2.552 4.042
H 2.708 -3.983 4.254
H 4.634 -3.668 2.730
H 4.589 -1.885 1.044
H 3.479 -1.401 -1.362
H 4.771 -0.324 -0.734
H 3.551 0.286 -1.878
H 4.253 1.375 1.543
H 2.605 1.999 1.782
H 3.471 2.346 0.274
Br -4.128 4.145 -6.049
C -4.955 3.363 -4.542
C -5.841 4.116 -3.783
C -6.439 3.544 -2.676
C -6.112 2.243 -2.294
C -5.245 1.484 -3.088
C -4.676 2.042 -4.217
N -6.744 1.781 -1.117
N -6.238 0.930 -0.379
C -4.959 0.383 -0.483
C -4.806 -0.987 -0.586
C -3.540 -1.570 -0.658
C -2.415 -0.790 -0.572
O -1.152 -1.298 -0.678
C -2.534 0.596 -0.372
N -1.384 1.319 -0.246
C -1.452 2.634 -0.150
C -2.668 3.317 -0.109
C -3.844 2.607 -0.172
C -3.807 1.212 -0.334
H -6.063 5.136 -4.064
H -7.147 4.102 -2.078
H -5.036 0.451 -2.850
H -4.011 1.456 -4.837
H -5.687 -1.607 -0.686
H -3.424 -2.632 -0.833
H -0.508 3.162 -0.085
H -2.674 4.393 -0.016
H -4.791 3.124 -0.090
F -0.065 -0.923 -4.437
Te -0.154 -1.402 -2.612
F 1.042 -1.902 -0.882
F -0.778 -3.173 -2.549
F 1.441 -2.240 -3.204
F -1.971 -1.017 -3.093
O 0.467 0.265 -2.177
*
```

These are the Mulliken partial charges, in e, on atoms 1 to 8: atom 1 (Ga): 1.323, atom 2 (C): -1.247, atom 3 (P): 1.049, atom 4 (C): -1.638, atom 5 (C): 0.535, atom 6 (C): -0.894, atom 7 (C): -0.812, atom 8 (C): -0.786



No. 8
Formula: C5H8N2S
Source: the Open Molecules 2025 dataset
Level of theory: ωB97M-V with the def2-TZVPD basis set

Computed properties:
Kohn-Sham gap ... 0.293 Ha
E_LUMO ... -0.3 eV
ΔE to the lowest compared entry with this formula, charge and spin ... 28.62 kcal per mole
SMILES string ... C/C=C(C=S)\N=C\N

Geometry as ORCA input:
```
! RIJCOSX wB97M-V def2-TZVPD def2/J DEFGRID3
* xyz 0 1
C -2.341 -0.564 -0.083
C -1.053 -1.303 0.029
C 0.167 -0.746 -0.121
C 1.317 -1.649 -0.005
C 1.061 1.347 0.235
H -2.802 -0.430 0.888
H -3.062 -1.113 -0.698
H -2.201 0.442 -0.526
H -1.127 -2.370 0.251
H 1.041 -2.691 0.196
H 1.567 1.017 1.149
H 0.947 2.946 -0.950
H 2.044 3.155 0.298
N 0.309 0.590 -0.472
N 1.235 2.661 -0.047
S 2.898 -1.291 -0.144
*
```

These are the Mulliken partial charges, in e, on atoms 1 to 8: atom 1 (C): -1.145, atom 2 (C): -0.281, atom 3 (C): 0.696, atom 4 (C): -0.322, atom 5 (C): 0.039, atom 6 (H): 0.287, atom 7 (H): 0.320, atom 8 (H): 0.331



No. 9
Formula: C5H10O
Source: the Open Molecules 2025 dataset
Level of theory: ωB97M-V with the def2-TZVPD basis set

Computed properties:
Kohn-Sham gap ... 0.340 Ha
E_LUMO ... 0.5 eV
ΔE to the lowest compared entry with this formula, charge and spin ... 76.35 kcal per mole

Geometry as ORCA input:
```
! RIJCOSX wB97M-V def2-TZVPD def2/J DEFGRID3
* xyz 0 1
C 0.371 0.203 0.016
C -1.116 0.332 -0.097
C 0.938 -1.190 -0.242
C 1.161 1.280 -0.714
C -1.943 -0.523 0.617
O 0.253 0.527 1.402
H -1.474 1.301 -0.426
H 1.167 1.103 -1.790
H 0.737 2.264 -0.512
H 0.422 -1.951 0.341
H 1.989 -1.201 0.049
H 0.865 -1.447 -1.300
H 2.187 1.276 -0.345
H -2.982 -0.260 0.750
H -1.733 -1.584 0.673
H -0.843 -0.131 1.578
*
```

These are the Mulliken partial charges, in e, on atoms 1 to 8: atom 1 (C): 1.537, atom 2 (C): -0.226, atom 3 (C): -1.432, atom 4 (C): -1.607, atom 5 (C): -1.076, atom 6 (O): -0.679, atom 7 (H): 0.270, atom 8 (H): 0.345



No. 10
Formula: C19H24F6I2N6O5PbS2
Source: the Open Molecules 2025 dataset
Level of theory: ωB97M-V with the def2-TZVPD basis set

Computed properties:
Kohn-Sham gap (spin up / spin down) ... 0.216 / 0.193 Ha
E_LUMO (spin up / spin down) ... -8.4 / -8.8 eV
ΔE to the lowest compared entry with this formula, charge and spin ... 0.00 kcal per mole

Geometry as ORCA input:
```
! RIJCOSX wB97M-V def2-TZVPD def2/J DEFGRID3
* xyz 2 1
Pb -0.179 -0.375 -0.262
I 1.264 6.203 -4.522
C 0.792 4.331 -3.853
C -0.409 3.724 -4.273
C -0.713 2.472 -3.830
I -2.486 1.557 -4.392
C 0.194 1.740 -2.953
O -0.049 0.564 -2.581
C 1.401 2.415 -2.517
C 2.338 1.669 -1.608
N 1.721 1.338 -0.311
C 1.442 2.472 0.567
C 0.901 1.985 1.893
C 1.132 2.688 3.061
C 0.636 2.193 4.257
C -0.066 0.997 4.259
C -0.253 0.345 3.058
N 0.212 0.839 1.897
C 1.676 3.668 -2.967
H -1.078 4.251 -4.941
H 3.250 2.254 -1.461
H 2.622 0.725 -2.075
H 2.319 0.665 0.163
H 0.725 3.136 0.077
H 2.343 3.063 0.754
H 1.706 3.606 3.036
H 0.810 2.730 5.182
H -0.449 0.565 5.174
H -0.766 -0.607 3.013
H 2.590 4.164 -2.662
N -0.705 -2.124 -1.971
C -2.158 -2.169 -2.129
C -2.839 -2.449 -0.787
N -2.495 -1.466 0.244
C -3.490 -0.441 0.559
C -3.424 0.728 -0.417
N -2.100 1.369 -0.346
H -0.237 -1.777 -2.803
H -0.319 -3.025 -1.690
H -2.453 -2.960 -2.819
H -2.476 -1.216 -2.554
H -2.527 -3.433 -0.443
H -3.917 -2.467 -0.946
H -2.129 -1.916 1.074
H -3.302 -0.079 1.572
H -4.500 -0.857 0.541
H -4.223 1.431 -0.187
H -3.575 0.381 -1.439
H -2.031 1.948 0.487
H -1.949 1.970 -1.153
F 2.702 -1.523 2.732
C 3.656 -1.996 1.923
F 4.515 -1.021 1.649
F 4.269 -3.004 2.497
S 2.884 -2.528 0.342
O 2.137 -1.316 -0.047
O 3.926 -2.949 -0.522
N 1.926 -3.711 0.718
S 0.423 -3.599 1.113
O -0.010 -2.235 1.474
O -0.434 -4.277 0.181
C 0.334 -4.519 2.713
F -0.860 -4.262 3.239
F 0.466 -5.804 2.490
F 1.288 -4.082 3.520
*
```

These are the Mulliken partial charges, in e, on atoms 1 to 8: atom 1 (Pb): 2.512, atom 2 (I): 0.313, atom 3 (C): -0.241, atom 4 (C): -0.351, atom 5 (C): -0.036, atom 6 (I): 0.183, atom 7 (C): -0.061, atom 8 (O): -0.551



> Which value of ΔE to the lowest compared entry with this formula, charge and spin does entry 2 give?

91.35 kcal per mole



> Among the records above, which one has the lowest ΔE to the lowest compared entry with this formula, charge and spin?

C19H24F6I2N6O5PbS2



> What is the ΔE to the lowest compared entry with this formula, charge and spin in the fourth record?

173.11 kcal per mole



> Look up the ΔE to the lowest compared entry with this formula, charge and spin of the fifth one.

11.44 kcal per mole